Entry 1:
13
Properties=species:S:1:pos:R:3 method="wB97M-V/def2-TZVPD" total_energy_ha=-306.69160 charge=+1 de_lowest_kj_mol=266.53 orbital_gap_ev=8.30 largest_force_ev_per_a=1.01 e_homo_ev=-14.89
O 2.666 0.222 -0.660
C 1.515 -0.376 -0.127
C 0.485 0.733 0.054
C -0.851 0.408 0.258
C -2.093 -0.004 0.210
H 3.388 -0.413 -0.656
H 1.707 -0.829 0.859
H 1.104 -1.153 -0.790
H 0.169 1.161 -0.973
H 0.830 1.620 0.607
H -2.579 0.281 -0.738
O -2.713 -0.740 1.107
H -3.628 -0.911 0.849

=====

Entry 2:
37
Properties=species:S:1:pos:R:3 method="wB97M-V/def2-TZVPD" smiles="C=CCNC(=O)NC(=O)COC(=O)c1nc2nccc(C)n2n1" total_energy_ha=-1133.31750 de_lowest_kj_mol=1.78 orbital_gap_ev=9.44 largest_force_ev_per_a=1.46 e_homo_ev=-9.68
C -1.353 -4.277 -0.808
C -1.014 -3.058 -0.434
C -1.188 -2.541 0.962
N -2.096 -1.408 0.987
C -1.725 -0.180 1.383
O -0.678 0.102 1.913
N -2.761 0.791 1.239
C -3.505 1.147 0.151
O -4.458 1.877 0.239
C -3.037 0.598 -1.203
O -1.664 0.252 -1.207
C -0.811 1.276 -1.019
O -1.147 2.428 -0.994
C 0.553 0.772 -0.784
N 0.889 -0.521 -0.911
C 2.140 -0.569 -0.499
N 2.967 -1.596 -0.400
C 4.163 -1.344 0.064
C 4.608 -0.067 0.452
C 3.756 1.006 0.349
C 4.051 2.412 0.719
N 2.529 0.731 -0.136
N 1.519 1.561 -0.329
H -1.210 -4.622 -1.817
H -1.772 -4.991 -0.116
H -0.585 -2.345 -1.122
H -0.231 -2.183 1.350
H -1.578 -3.323 1.622
H -2.987 -1.534 0.535
H -2.852 1.421 2.027
H -3.585 -0.307 -1.476
H -3.243 1.382 -1.940
H 4.822 -2.197 0.140
H 5.606 0.070 0.832
H 3.939 3.052 -0.155
H 3.321 2.751 1.453
H 5.055 2.508 1.121